1.
Computed, not measured: C40H47CsN8O3S3Si2Te as an isolated structure, with ωB97M-V/def2-TZVPD.

The total charge is -2. As for the relative energy (zero: lowest compared OMol25 entry of this formula, charge and spin): 0.947 eV. The value obtained for the HOMO-LUMO gap is 4.8 eV. The spin multiplicity is 1. Its HOMO energy is -0.0551 hartree.

The geometry in XYZ format:
```
105
Properties=species:S:1:pos:R:3:forces:R:3:lowdin_charge:R:1
Cs -1.3196 -1.2528 -1.4646 0.4 1.3 0.3 0.923
C 3.1259 -4.1652 -1.7646 0.0 -0.1 0.0 -0.019
C 2.2706 -2.9859 -1.4045 -0.1 0.0 -0.1 -0.287
N 1.1932 -3.0626 -0.7247 0.2 -0.2 0.0 0.040
N 0.7865 -4.3512 -0.4175 0.0 0.1 -0.1 -0.023
C -0.1867 -4.5489 0.5243 -0.2 -0.2 -0.3 -0.910
N -0.9334 -5.6495 0.2669 0.0 0.0 0.1 0.090
S -0.3665 -3.5747 1.8566 0.2 0.0 0.2 0.639
C 2.6206 -1.6421 -1.9426 0.2 0.0 -0.1 -0.258
C 3.9134 -1.1388 -1.8732 -0.1 -0.1 0.1 -0.039
C 4.1624 0.1147 -2.4104 0.0 0.0 0.0 -0.060
C 3.1268 0.8029 -3.0111 0.0 0.1 -0.1 -0.059
C 1.8701 0.2147 -3.0490 0.0 -0.1 0.2 -0.149
N 1.6249 -0.9874 -2.5354 -0.1 0.1 -0.1 0.061
H 3.2590 -4.8212 -0.9022 0.0 0.0 0.0 0.084
H 4.0939 -3.8448 -2.1425 0.0 0.0 0.0 0.070
H 2.6500 -4.7540 -2.5563 0.0 0.0 0.0 0.088
H 0.7959 -5.0077 -1.1915 -0.1 0.0 0.1 0.141
H -1.2630 -5.7435 -0.7140 0.0 0.0 0.0 0.055
H -1.6499 -5.7938 0.9614 0.0 0.0 -0.1 0.081
H 4.6949 -1.7007 -1.3772 0.0 0.0 0.0 0.105
H 5.1494 0.5546 -2.3385 0.0 0.0 0.0 0.104
H 3.2562 1.7974 -3.4168 0.0 0.0 0.0 0.104
H 1.0206 0.7372 -3.4759 0.0 0.0 0.0 0.092
S -1.7750 1.9136 -2.7442 0.0 0.2 -0.1 0.347
C -0.4525 2.9911 -3.0841 0.0 -0.1 0.0 -0.781
C -0.4840 3.7343 -4.2743 0.1 0.0 0.0 -0.103
C 0.5332 4.5970 -4.6733 0.0 -0.1 0.2 -0.227
C 0.4183 5.3023 -5.9097 0.0 0.0 -0.1 -0.213
N 0.3156 5.8580 -6.9147 0.0 0.0 0.0 0.116
C 1.6617 4.7358 -3.8441 -0.2 0.0 0.0 -0.230
C 1.7065 4.0191 -2.6527 0.0 0.0 0.0 -0.111
C 0.6866 3.1538 -2.2185 0.1 0.0 0.0 -0.746
S 0.8994 2.3339 -0.7004 -0.1 -0.2 -0.2 0.504
C 2.7501 5.5914 -4.1967 0.1 0.0 -0.1 -0.213
N 3.6430 6.2673 -4.4712 0.0 0.0 0.0 0.117
H -1.3478 3.6138 -4.9148 0.0 0.0 0.0 0.092
H 2.5709 4.1268 -2.0088 0.0 0.0 0.0 0.097
N -2.0622 2.4214 0.7747 0.0 0.0 0.0 0.118
C -3.3434 2.2494 1.1825 0.0 0.0 0.0 -0.256
C -4.3071 3.2430 1.1257 0.0 0.0 0.0 -0.036
C -5.5972 3.0337 1.6354 0.0 0.0 0.0 -0.112
C -5.9679 1.8438 2.2041 0.0 0.0 0.0 -0.085
C -5.0281 0.7862 2.2412 0.0 0.0 0.0 -0.172
C -5.3386 -0.5011 2.7407 0.0 0.0 0.0 -0.033
C -4.4098 -1.4963 2.6757 0.0 0.0 0.0 -0.055
C -3.1477 -1.2133 2.1056 -0.1 0.0 0.1 -0.148
N -2.8130 -0.0292 1.6639 0.0 0.0 0.0 0.114
C -3.7261 0.9742 1.7279 -0.1 0.0 0.0 -0.156
H -1.8769 3.0003 -0.0353 0.0 0.0 0.1 0.048
H -1.5157 1.5731 0.7319 0.1 0.1 -0.1 0.002
H -4.0470 4.1984 0.6877 0.0 0.0 0.0 0.107
H -6.3137 3.8454 1.5737 0.0 0.0 0.0 0.093
H -6.9637 1.6871 2.6008 0.0 0.0 0.0 0.092
H -6.3262 -0.6799 3.1527 0.0 0.0 0.0 0.106
H -4.6204 -2.4974 3.0287 0.0 0.0 0.0 0.098
H -2.4131 -2.0041 2.0073 0.0 0.0 0.0 0.017
O -4.2268 -2.0416 -2.7984 -0.1 -0.1 0.0 0.011
C -4.7340 -3.2357 -3.2175 0.0 0.0 0.0 -0.246
C -5.9432 -3.2589 -3.9125 0.0 0.0 0.0 -0.035
C -6.4730 -4.4488 -4.3813 0.0 0.0 0.0 -0.109
C -5.7936 -5.6396 -4.1696 0.0 0.0 0.0 -0.108
C -4.5906 -5.6098 -3.4812 0.0 0.0 0.0 -0.033
C -4.0425 -4.4336 -2.9816 0.0 0.0 -0.1 -0.054
C -2.7439 -4.5211 -2.1854 -0.1 0.0 0.0 -0.634
O -2.0626 -5.5720 -2.3127 0.0 -0.1 0.0 -0.061
O -2.4792 -3.5541 -1.4480 -0.3 -1.0 0.1 -0.315
H -4.8404 -1.3372 -3.0445 0.1 -0.1 0.0 0.113
H -6.4652 -2.3240 -4.0904 0.0 0.0 0.0 0.109
H -7.4147 -4.4375 -4.9170 0.0 0.0 0.0 0.094
H -6.1936 -6.5759 -4.5374 0.0 0.0 0.0 0.088
H -4.0211 -6.5131 -3.3040 0.0 0.0 0.0 0.109
C 1.3235 4.7950 1.9143 0.1 0.0 -0.1 -0.201
Si 2.7127 3.9997 2.8660 -0.2 -0.1 0.2 0.360
C 3.5670 5.3020 3.9402 0.1 0.0 -0.1 -0.198
C 3.9697 3.2113 1.7338 0.0 0.1 -0.2 -0.187
C 2.0400 2.7051 4.0623 0.1 0.1 0.0 -0.614
Te 0.7647 1.2801 3.0859 0.0 0.0 -0.1 1.191
C 1.4593 -0.4802 4.1116 0.0 0.0 0.0 -0.616
Si 3.0547 -1.2246 3.4735 0.0 0.0 0.0 0.378
C 3.0357 -1.4303 1.6234 0.0 0.0 0.1 -0.184
C 4.5413 -0.1633 3.9422 0.0 -0.1 0.0 -0.183
C 3.2546 -2.9167 4.2797 0.1 0.0 0.0 -0.188
H 1.7180 5.6047 1.2916 0.0 0.0 0.0 0.034
H 0.5626 5.2118 2.5774 0.0 0.0 0.0 0.030
H 0.8603 4.0784 1.2250 0.0 0.0 0.1 -0.052
H 4.0213 6.0781 3.3169 0.0 0.0 0.0 0.021
H 4.3571 4.8539 4.5486 0.0 0.0 0.0 0.019
H 2.8546 5.7858 4.6128 0.0 0.0 0.0 0.020
H 4.3717 3.9674 1.0513 0.0 0.0 0.1 0.032
H 3.4947 2.4564 1.1010 0.0 0.0 0.1 0.001
H 4.8017 2.7716 2.2888 0.0 0.0 0.0 0.014
H 1.4856 3.1631 4.8831 0.0 0.0 0.0 -0.007
H 2.8820 2.1597 4.4920 0.0 -0.1 0.0 -0.011
H 0.6423 -1.1863 3.9349 0.0 -0.1 0.0 -0.019
H 1.4902 -0.2896 5.1867 0.0 0.1 0.0 0.004
H 2.9748 -0.4715 1.1048 0.0 0.0 0.0 0.025
H 2.1737 -2.0279 1.3194 0.0 0.0 0.0 -0.007
H 3.9492 -1.9430 1.3026 0.0 0.0 0.0 0.034
H 4.5625 0.7557 3.3534 -0.1 0.0 0.0 0.002
H 5.4643 -0.7087 3.7220 0.0 0.0 0.0 0.025
H 4.5520 0.1005 5.0025 0.0 0.0 0.0 0.025
H 2.4142 -3.5584 4.0033 0.0 0.0 0.0 0.016
H 3.2882 -2.8428 5.3697 0.0 0.0 0.0 0.021
H 4.1767 -3.4038 3.9468 0.0 0.0 0.0 0.021
```
Positions in Å, forces in eV/Å.

2.
Computed, not measured: a 4-piece molecular cluster, C40H48BBrF2I2N4O16PSi overall, with ωB97M-V/def2-TZVPD.

The total charge is -1. The value obtained for the HOMO-LUMO gap is 4.1 eV. The spin multiplicity is 1. Its HOMO energy is -0.1746 hartree.

The geometry in XYZ format:
```
116
Properties=species:S:1:pos:R:3:forces:R:3:lowdin_charge:R:1
C 2.1119 2.2710 3.0078 0.2 0.0 -0.2 -0.121
C 3.2125 1.3606 2.4275 -0.5 0.5 -0.3 -0.250
C 2.7698 0.8162 1.0399 -0.5 1.0 0.5 -0.211
N 3.3978 1.6024 -0.0301 0.5 -1.8 0.9 0.060
C 4.1865 0.8908 -1.0400 -1.0 1.3 -2.1 -0.489
N 4.9979 1.9411 -1.7123 0.1 0.0 0.8 0.024
C 5.6847 2.8729 -0.8180 0.8 0.7 0.1 -0.276
C 6.5729 2.2141 0.2350 0.3 -0.6 0.1 -0.085
O 4.9365 -0.1693 -0.6050 -0.5 -0.1 0.7 -0.240
P 4.8793 -1.6264 -1.5199 -0.9 0.1 0.6 0.478
Br 4.6294 -3.4981 -2.9283 1.7 0.1 -1.6 0.371
O 5.9277 -0.6505 -2.7236 -0.8 -0.7 -1.1 -0.158
C 6.4917 -1.3152 -3.6445 3.2 0.3 -0.6 -0.565
N 7.3533 -1.7378 -4.3358 -1.9 0.4 0.7 0.102
B 6.6511 -2.3193 -0.9298 -0.4 -0.3 0.8 -0.774
N 6.8078 -3.7783 -0.7832 0.3 0.5 0.0 0.077
O 7.6611 -1.4180 -0.6619 -0.2 0.0 -0.9 0.082
C 3.7874 -2.6389 -0.2906 -0.3 0.0 -0.2 -0.735
I 2.2442 -3.8880 -1.2029 -1.0 0.5 1.5 0.835
C 3.8422 -2.7131 1.0353 -0.6 -0.5 -0.5 -0.826
C 2.9061 -3.5543 1.8872 0.9 0.9 1.2 -0.234
I 5.3301 -1.6627 2.1069 0.1 -0.3 0.1 1.074
O 3.5013 -1.0680 -2.3717 -0.3 0.0 1.4 -0.315
C 3.3504 0.3112 -2.2558 1.5 1.1 -1.5 -0.217
C 1.9390 0.8078 -2.5087 -1.0 -2.0 0.2 -0.454
F 1.8903 2.1667 -2.6804 0.4 0.2 0.2 0.082
F 1.5902 0.2862 -3.7362 0.2 0.2 -0.2 0.071
C 0.8642 0.3515 -1.5187 -0.5 0.3 -0.5 -0.144
C -0.5177 0.1036 -2.1769 0.3 0.6 0.9 -0.210
Si -1.7734 -0.2297 -0.8106 -0.7 -0.5 0.0 0.627
C -1.7798 1.0553 0.5785 0.0 0.5 -0.3 -0.154
C -3.5662 -0.2963 -1.4769 0.8 -0.4 0.6 -0.169
C -1.4625 -1.9261 -0.0197 0.1 1.9 -0.2 -0.256
C -1.7625 -3.1000 -0.6660 -0.5 -0.1 -0.8 -0.124
C -1.5556 -4.3187 -0.0682 -0.2 -0.1 -0.5 -0.100
C -1.0173 -4.3405 1.1934 -0.1 -1.5 0.2 -0.113
C -0.7038 -3.1811 1.8406 0.6 0.1 1.1 -0.114
C -0.9110 -1.9581 1.2477 0.1 -0.2 0.2 -0.101
H 2.5092 2.9524 3.7655 -0.1 -0.2 0.2 0.062
H 1.7171 2.9166 2.2135 0.0 -0.1 0.0 0.065
H 1.2638 1.7058 3.4046 0.1 0.0 0.1 0.065
H 3.5077 0.5852 3.1339 -0.1 0.0 0.0 0.047
H 4.0609 2.0216 2.2399 0.2 -0.4 0.1 0.085
H 2.8776 -0.2616 0.9248 0.4 0.1 -0.1 0.080
H 1.6909 1.0181 0.9881 0.0 -0.3 0.0 0.082
H 2.7695 2.2665 -0.4525 0.0 -0.1 -0.2 0.112
H 4.3406 2.5030 -2.2444 0.1 -0.2 -0.3 0.103
H 5.0363 3.6283 -0.3468 -0.2 -0.3 0.1 0.095
H 6.3564 3.4669 -1.4534 -0.1 -0.2 -0.1 0.102
H 7.4895 2.7804 0.4295 -0.2 0.2 -0.1 0.065
H 6.0890 2.0494 1.2003 -0.2 0.0 -0.2 0.051
H 6.9070 1.2319 -0.1136 -0.1 0.1 0.0 0.066
H 7.6997 -4.0612 -1.1849 0.0 -0.2 0.2 0.069
H 6.8407 -3.9780 0.2156 0.0 -0.1 -0.1 0.056
H 8.4179 -1.6034 -1.2334 0.2 0.0 0.3 0.109
H 3.1598 -4.6129 1.8131 -0.3 0.0 -0.3 0.064
H 3.0831 -3.2702 2.9331 -0.1 -0.2 -0.1 0.036
H 1.8631 -3.3328 1.6828 0.0 -0.3 -0.3 0.014
H 3.8754 0.6846 -3.1529 0.0 0.3 0.3 0.152
H 0.7013 1.1940 -0.8433 0.4 -0.3 0.3 0.084
H 1.2180 -0.5382 -0.9913 0.0 0.1 0.1 0.111
H -0.4801 -0.7027 -2.9088 -0.1 0.1 -0.1 0.087
H -0.7918 1.0608 -2.6396 -0.2 -0.3 -0.4 0.087
H -2.6156 1.7411 0.3915 0.1 -0.1 0.0 0.014
H -1.9492 0.6279 1.5680 0.1 -0.1 -0.1 0.027
H -0.8824 1.6806 0.6169 0.0 -0.1 0.1 0.019
H -3.7421 -1.3260 -1.7994 -0.1 0.2 -0.4 0.015
H -3.7492 0.4420 -2.2564 -0.2 -0.1 0.0 0.015
H -4.1990 -0.1451 -0.5963 -0.1 0.2 -0.2 0.030
H -2.1886 -3.0549 -1.6642 0.0 -0.1 0.0 0.101
H -1.8218 -5.2215 -0.6045 0.1 -0.1 0.1 0.106
H -0.8265 -5.3029 1.6592 -0.1 0.4 0.0 0.073
H -0.2542 -3.2546 2.8269 -0.1 0.1 0.0 0.108
H -0.6283 -1.0649 1.7894 -0.1 0.1 -0.1 0.091
C -8.3578 3.7425 -0.5290 -0.1 -0.1 -0.1 0.073
C -7.0534 3.7370 -0.2214 -0.4 0.3 0.3 -0.235
C -6.0725 2.8893 -0.9770 0.1 -0.4 -0.5 -0.309
O -4.8961 2.9389 -0.6743 0.0 0.3 0.3 0.107
C -6.5758 2.0408 -2.0437 0.1 0.0 0.0 0.079
C -7.8777 2.0422 -2.3517 0.3 -0.2 -0.1 -0.234
C -8.8565 2.9106 -1.6158 0.0 0.3 0.4 -0.317
O -10.0258 2.8827 -1.9525 0.0 -0.2 -0.2 0.103
O -8.3855 1.2822 -3.3201 -0.2 0.2 0.2 0.115
O -6.5473 4.4769 0.7603 0.2 -0.2 -0.2 0.111
H -9.0748 4.3502 0.0046 0.0 0.0 0.0 0.134
H -5.8583 1.4243 -2.5661 0.0 0.0 0.0 0.122
H -9.3416 1.4748 -3.3347 0.0 0.0 0.0 0.118
H -5.5883 4.2896 0.7706 0.0 0.1 0.1 0.114
C 1.5636 -10.0651 3.0849 -0.1 -0.2 0.1 0.073
C 1.5585 -8.8708 2.4753 0.4 -0.3 -0.1 -0.231
C 0.3892 -7.9356 2.5881 -0.4 0.0 0.2 -0.295
O 0.4551 -6.8601 2.0272 0.4 -0.3 0.0 0.101
C -0.7672 -8.3672 3.3611 0.1 0.1 -0.1 0.081
C -0.7603 -9.5610 3.9653 -0.4 0.3 0.0 -0.238
C 0.4189 -10.4853 3.8752 0.5 -0.1 -0.2 -0.320
O 0.3655 -11.5498 4.4648 -0.3 0.0 0.1 0.099
O -1.7918 -10.0051 4.6824 0.3 -0.2 0.0 0.109
O 2.5782 -8.4435 1.7410 -0.4 0.2 0.1 0.126
H 2.3993 -10.7465 3.0136 0.0 0.0 0.0 0.135
H -1.6099 -7.6924 3.4210 0.0 0.0 0.0 0.137
H -1.5270 -10.8863 5.0071 0.0 0.0 0.0 0.117
H 2.3285 -7.5563 1.4136 0.1 0.0 -0.1 0.123
C -5.2564 9.0001 -2.1204 -0.1 0.2 0.0 0.075
C -4.7640 7.9577 -1.4378 0.0 0.0 -0.5 -0.234
C -4.8392 7.8909 0.0606 -0.2 0.3 0.4 -0.312
O -4.3916 6.9089 0.6192 0.1 -0.2 -0.2 0.110
C -5.4429 9.0092 0.7701 0.1 -0.2 0.0 0.077
C -5.9312 10.0513 0.0869 0.0 -0.1 0.5 -0.238
C -5.8800 10.1066 -1.4121 0.2 -0.3 -0.5 -0.318
O -6.3586 11.0752 -1.9723 -0.1 0.2 0.3 0.106
O -6.4912 11.0996 0.6875 0.0 0.0 -0.4 0.111
O -4.1837 6.9237 -2.0393 -0.1 0.0 0.4 0.120
H -5.2103 9.0588 -3.1985 0.0 0.0 0.0 0.136
H -5.4764 8.9574 1.8491 0.0 0.0 0.0 0.136
H -6.7591 11.7038 -0.0306 0.0 0.0 0.0 0.119
H -3.9175 6.3106 -1.3273 0.0 -0.1 0.0 0.121
```
Positions in Å, forces in eV/Å.